Entry 1:
2 unconnected molecules or ions with the total composition C5H9N3OS. Source: OMol25; level of theory: ωB97M-V/def2-TZVPD.

Bonds (Å) are listed after each position.
Element x y z (Å)
1 C -0.7090 -1.7934 0.1729  C2 1.350, N7 1.391, H11 1.188
2 C -2.0548 -1.8921 0.1963  C1 1.350, S10 1.685, H12 1.091
3 C -0.9026 1.7873 -0.1659  N8 1.338, O9 1.197, H13 1.208
4 C 2.1918 -0.0043 0.7590  C5 1.479, H14 1.103, H15 1.148, H16 1.049
5 C 1.3293 1.1660 0.4861  C4 1.479, N8 1.439, H17 1.111, H18 1.123
6 N -1.1268 -0.7310 -1.7284  N7 1.329, S10 1.836, H19 0.978
7 N -0.2151 -0.9071 -0.7779  C1 1.391, N6 1.329
8 N -0.0375 0.8297 0.1893  C3 1.338, C5 1.439
9 O -0.8086 2.9786 -0.0898  C3 1.197
10 S -2.8069 -1.1295 -1.1046  C2 1.685, N6 1.836
11 H 0.2306 -2.2709 0.7207  C1 1.188
12 H -2.6915 -2.3925 0.9279  C2 1.091
13 H -1.9294 1.3276 -0.6052  C3 1.208
14 H 3.1647 0.4887 0.9261  C4 1.103
15 H 1.8674 -0.4702 1.7569  C4 1.148
16 H 2.1572 -0.5876 -0.1119  C4 1.049
17 H 1.5024 1.9924 1.2086  C5 1.111
18 H 1.7848 1.5677 -0.4581  C5 1.123
19 H -0.9461 0.0406 -2.3019  N6 0.978

F_max: 3.586 eV/Å
energy relative to the best compared isomer or geometry (same formula, charge and spin): 415.33 kJ/mol
total charge: 0
E: -22678.841 eV
HOMO energy (alpha / beta): -8.12 / -8.11 eV

---

Entry 2:
A gas-phase ion, C3H8ClIN3 (charge +1). Source: OMol25; level of theory: ωB97M-V/def2-TZVPD.

Bonds (Å) are listed after each position.
Element x y z (Å)
1 N 1.5041 1.4909 -1.2351  C2 1.390, H9 1.013, H10 1.014
2 C 0.2778 1.5402 -0.5835  N1 1.390, Cl3 1.818, C4 1.704, H11 1.090
3 Cl 0.1894 2.6348 0.8657  C2 1.818
4 C -0.0509 -0.0001 0.0682  C2 1.704, N5 1.286, C6 1.615
5 N 0.7961 -0.8151 -0.4524  C4 1.286, H12 1.017, H13 1.031
6 C -1.0847 -0.7218 1.0777  C4 1.615, N7 1.380, I8 2.274, H14 1.085
7 N -0.8462 -2.0800 1.1196  C6 1.380, H15 1.015, H16 1.010
8 I -3.0060 -0.0535 0.0605  C6 2.274
9 H 1.5704 2.1585 -1.9941  N1 1.013
10 H 2.2919 1.6322 -0.6122  N1 1.014
11 H -0.5647 1.7783 -1.2322  C2 1.090
12 H 0.8768 -1.7855 -0.1575  N5 1.017
13 H 1.4499 -0.4074 -1.1382  N5 1.031
14 H -1.0830 -0.2348 2.0471  C6 1.085
15 H -1.0467 -2.5855 0.2623  N7 1.015
16 H -1.2744 -2.5511 1.9040  N7 1.010

F_max: 3.322 eV/Å
energy relative to the best compared isomer or geometry (same formula, charge and spin): 0.00 kJ/mol
total charge: +1
E: -28327.097 eV
HOMO energy: -13.43 eV

---

Repeat the first record exactly.
2 unconnected molecules or ions with the total composition C5H9N3OS. Source: OMol25; level of theory: ωB97M-V/def2-TZVPD.

Bonds (Å) are listed after each position.
Element x y z (Å)
1 C -0.7090 -1.7934 0.1729  C2 1.350, N7 1.391, H11 1.188
2 C -2.0548 -1.8921 0.1963  C1 1.350, S10 1.685, H12 1.091
3 C -0.9026 1.7873 -0.1659  N8 1.338, O9 1.197, H13 1.208
4 C 2.1918 -0.0043 0.7590  C5 1.479, H14 1.103, H15 1.148, H16 1.049
5 C 1.3293 1.1660 0.4861  C4 1.479, N8 1.439, H17 1.111, H18 1.123
6 N -1.1268 -0.7310 -1.7284  N7 1.329, S10 1.836, H19 0.978
7 N -0.2151 -0.9071 -0.7779  C1 1.391, N6 1.329
8 N -0.0375 0.8297 0.1893  C3 1.338, C5 1.439
9 O -0.8086 2.9786 -0.0898  C3 1.197
10 S -2.8069 -1.1295 -1.1046  C2 1.685, N6 1.836
11 H 0.2306 -2.2709 0.7207  C1 1.188
12 H -2.6915 -2.3925 0.9279  C2 1.091
13 H -1.9294 1.3276 -0.6052  C3 1.208
14 H 3.1647 0.4887 0.9261  C4 1.103
15 H 1.8674 -0.4702 1.7569  C4 1.148
16 H 2.1572 -0.5876 -0.1119  C4 1.049
17 H 1.5024 1.9924 1.2086  C5 1.111
18 H 1.7848 1.5677 -0.4581  C5 1.123
19 H -0.9461 0.0406 -2.3019  N6 0.978

F_max: 3.586 eV/Å
energy relative to the best compared isomer or geometry (same formula, charge and spin): 415.33 kJ/mol
total charge: 0
E: -22678.841 eV
HOMO energy (alpha / beta): -8.12 / -8.11 eV